ORCA calculation (ωB97M-V with the def2-TZVPD basis set) on 2 unconnected molecules or ions with the total composition C3H10N2O2.

Max |F| in eV Å⁻¹: 2.8
E_HOMO in eV: -9.07
Energy in Eh: -380.2413
E_LUMO in eV: 0.66
Relative energy (zero: lowest compared OMol25 entry of this formula, charge and spin) in kJ/mol: 250.27

ORCA input file:
```
! RIJCOSX wB97M-V def2-TZVPD def2/J DEFGRID3
* xyz 0 1
N 1.600 -1.834 -0.260
C 0.912 -0.608 -0.587
N -0.519 -0.840 -1.046
C -1.540 -0.264 -0.188
C -1.510 1.253 -0.105
O -2.014 2.005 -0.885
H 1.876 -2.202 -1.174
H 0.940 -2.600 -0.043
H 1.384 -0.147 -1.431
H 0.941 0.129 0.177
H -0.667 -0.626 -2.017
H -2.538 -0.557 -0.557
H -1.539 -0.635 0.825
H -1.142 1.516 0.940
O 2.287 0.630 2.446
H 2.013 0.355 3.328
H 1.833 0.086 1.811
*
```

Listed below, in e, are the Löwdin charges computed for each atom: number 1, N, carries 0.00; number 2, C, carries -0.29; number 3, N, carries -0.05; number 4, C, carries -0.22; number 5, C, carries -0.27; number 6, O, carries 0.07; number 7, H, carries 0.07; number 8, H, carries 0.08; number 9, H, carries 0.11; number 10, H, carries 0.07; number 11, H, carries 0.10; number 12, H, carries 0.12; number 13, H, carries 0.10; number 14, H, carries 0.13; number 15, O, carries -0.05; number 16, H, carries 0.04; number 17, H, carries -0.02


ORCA calculation (ωB97M-V with the def2-TZVPD basis set) on C21H26N2O7S in the gas phase.

Max |F| in eV Å⁻¹: 1.0
E_HOMO in eV: -7.58
Energy in Eh: -1850.1619
E_LUMO in eV: 0.50
Relative energy (zero: lowest compared OMol25 entry of this formula, charge and spin) in kJ/mol: 432.06

ORCA input file:
```
! RIJCOSX wB97M-V def2-TZVPD def2/J DEFGRID3
* xyz 0 1
C 4.400 0.197 0.088
O 3.623 0.470 -1.056
C 2.537 1.266 -0.909
C 2.270 2.067 0.188
C 1.127 2.852 0.248
C 0.227 2.825 -0.798
N -1.024 3.473 -0.748
C -1.653 3.933 0.365
O -1.120 4.428 1.330
C -3.176 3.703 0.302
O -3.480 2.455 -0.302
C -2.669 1.399 0.027
C -1.997 1.304 1.243
C -1.057 0.310 1.439
C -0.810 -0.595 0.428
S 0.493 -1.788 0.648
O 0.656 -2.522 -0.577
O 1.643 -1.143 1.213
N -0.181 -2.732 1.868
C -1.173 -3.679 1.398
C -0.514 -4.965 0.887
O 0.339 -5.520 1.865
C 1.355 -4.610 2.227
C 0.754 -3.326 2.805
C -1.534 -0.563 -0.748
C -2.480 0.425 -0.967
C -3.262 0.496 -2.241
C 0.484 2.036 -1.921
C 1.627 1.263 -1.991
O 1.956 0.457 -3.034
C 1.027 0.293 -4.073
H 3.775 -0.211 0.887
H 4.928 1.090 0.439
H 5.128 -0.549 -0.227
H 2.947 2.080 1.025
H 0.932 3.461 1.114
H -1.631 3.217 -1.517
H -3.582 3.777 1.317
H -3.663 4.458 -0.323
H -2.174 2.025 2.025
H -0.493 0.246 2.353
H -1.742 -3.198 0.601
H -1.841 -3.906 2.236
H -1.265 -5.727 0.671
H 0.056 -4.733 -0.023
H 1.972 -5.122 2.967
H 1.963 -4.353 1.347
H 1.531 -2.587 2.995
H 0.210 -3.545 3.729
H -1.317 -1.301 -1.506
H -3.235 1.503 -2.655
H -2.875 -0.207 -2.973
H -4.308 0.261 -2.048
H -0.236 2.022 -2.724
H 0.852 1.231 -4.613
H 1.472 -0.433 -4.752
H 0.074 -0.097 -3.701
*
```

Listed below, in e, are the Löwdin charges computed for each atom: number 1, C, carries -0.08; number 2, O, carries -0.06; number 3, C, carries -0.22; number 4, C, carries 0.00; number 5, C, carries -0.01; number 6, C, carries -0.22; number 7, N, carries 0.14; number 8, C, carries -0.47; number 9, O, carries 0.09; number 10, C, carries -0.07; number 11, O, carries -0.05; number 12, C, carries -0.23; number 13, C, carries 0.01; number 14, C, carries -0.03; number 15, C, carries -0.27; number 16, S, carries 0.68; number 17, O, carries -0.28; number 18, O, carries -0.28; number 19, N, carries -0.23; number 20, C, carries -0.16; number 21, C, carries -0.19; number 22, O, carries -0.13; number 23, C, carries -0.18; number 24, C, carries -0.17; number 25, C, carries -0.02; number 26, C, carries -0.19; number 27, C, carries -0.02; number 28, C, carries 0.04; number 29, C, carries -0.19; number 30, O, carries -0.05; number 31, C, carries -0.08; number 32, H, carries 0.07; number 33, H, carries 0.09; number 34, H, carries 0.10; number 35, H, carries 0.11; number 36, H, carries 0.10; number 37, H, carries 0.14; number 38, H, carries 0.14; number 39, H, carries 0.14; number 40, H, carries 0.12; number 41, H, carries 0.13; number 42, H, carries 0.12; number 43, H, carries 0.13; number 44, H, carries 0.13; number 45, H, carries 0.11; number 46, H, carries 0.13; number 47, H, carries 0.13; number 48, H, carries 0.11; number 49, H, carries 0.13; number 50, H, carries 0.12; number 51, H, carries 0.08; number 52, H, carries 0.08; number 53, H, carries 0.09; number 54, H, carries 0.11; number 55, H, carries 0.10; number 56, H, carries 0.10; number 57, H, carries 0.09


ORCA calculation (ωB97M-V with the def2-TZVPD basis set) on C18H30N4O2 in the gas phase.

Max |F| in eV Å⁻¹: 0.4
E_HOMO in eV: -7.75
Energy in Eh: -1073.4407
E_LUMO in eV: 0.90
Relative energy (zero: lowest compared OMol25 entry of this formula, charge and spin) in kJ/mol: 0.00

ORCA input file:
```
! RIJCOSX wB97M-V def2-TZVPD def2/J DEFGRID3
* xyz 0 1
C 2.945 -3.151 -1.615
C 3.439 -4.120 -0.547
C 2.754 -5.486 -0.613
C 1.290 -5.452 -0.180
N 1.174 -5.032 1.210
C -0.204 -4.879 1.638
C -0.804 -3.569 1.115
O -1.995 -3.429 0.936
N 0.152 -2.630 0.926
C 0.038 -1.320 0.463
C 1.202 -0.563 0.342
C 1.159 0.738 -0.117
C -0.062 1.310 -0.464
N -0.175 2.620 -0.932
C 0.784 3.552 -1.139
O 1.976 3.409 -0.971
C 0.184 4.860 -1.669
N -1.187 5.025 -1.222
C -1.280 5.459 0.165
C -2.736 5.498 0.623
C -3.423 4.133 0.580
C -2.908 3.171 1.644
C -1.226 0.554 -0.341
C -1.182 -0.746 0.117
H 1.887 -2.933 -1.498
H 3.100 -3.571 -2.607
H 3.489 -2.212 -1.555
H 3.281 -3.694 0.446
H 4.513 -4.266 -0.676
H 2.806 -5.869 -1.634
H 3.292 -6.184 0.033
H 0.840 -6.446 -0.344
H 0.732 -4.738 -0.791
H 1.655 -5.703 1.801
H -0.861 -5.703 1.320
H -0.236 -4.829 2.731
H 1.094 -2.968 1.102
H 2.153 -1.000 0.611
H 2.063 1.316 -0.210
H -1.117 2.960 -1.102
H 0.200 4.797 -2.761
H 0.850 5.684 -1.369
H -1.673 5.693 -1.813
H -0.826 6.454 0.312
H -0.712 4.751 0.774
H -3.284 6.192 -0.021
H -2.771 5.891 1.641
H -3.286 3.700 -0.413
H -4.495 4.281 0.731
H -3.040 3.598 2.636
H -3.455 2.232 1.603
H -1.853 2.949 1.506
H -2.176 0.992 -0.610
H -2.086 -1.325 0.209
*
```

Listed below, in e, are the Löwdin charges computed for each atom: number 1, C, carries -0.11; number 2, C, carries -0.27; number 3, C, carries -0.20; number 4, C, carries -0.24; number 5, N, carries -0.09; number 6, C, carries -0.13; number 7, C, carries -0.47; number 8, O, carries 0.06; number 9, N, carries 0.13; number 10, C, carries -0.22; number 11, C, carries -0.02; number 12, C, carries 0.00; number 13, C, carries -0.22; number 14, N, carries 0.13; number 15, C, carries -0.47; number 16, O, carries 0.06; number 17, C, carries -0.13; number 18, N, carries -0.09; number 19, C, carries -0.24; number 20, C, carries -0.20; number 21, C, carries -0.27; number 22, C, carries -0.11; number 23, C, carries -0.02; number 24, C, carries 0.00; number 25, H, carries 0.06; number 26, H, carries 0.07; number 27, H, carries 0.07; number 28, H, carries 0.09; number 29, H, carries 0.10; number 30, H, carries 0.11; number 31, H, carries 0.11; number 32, H, carries 0.12; number 33, H, carries 0.11; number 34, H, carries 0.12; number 35, H, carries 0.13; number 36, H, carries 0.13; number 37, H, carries 0.12; number 38, H, carries 0.11; number 39, H, carries 0.10; number 40, H, carries 0.12; number 41, H, carries 0.13; number 42, H, carries 0.13; number 43, H, carries 0.12; number 44, H, carries 0.12; number 45, H, carries 0.11; number 46, H, carries 0.11; number 47, H, carries 0.11; number 48, H, carries 0.09; number 49, H, carries 0.10; number 50, H, carries 0.07; number 51, H, carries 0.07; number 52, H, carries 0.06; number 53, H, carries 0.11; number 54, H, carries 0.10


ORCA calculation (ωB97M-V with the def2-TZVPD basis set) on a molecular structure, C19H17Cl5MgN2.

Max |F| in eV Å⁻¹: 3.1
E_HOMO (spin up / spin down) in eV: -4.91 / -4.12
Energy in Eh: -3344.5673
E_LUMO (spin up / spin down) in eV: -0.31 / 0.05
Relative energy (zero: lowest compared OMol25 entry of this formula, charge and spin) in kJ/mol: 545.28

ORCA input file:
```
! RIJCOSX wB97M-V def2-TZVPD def2/J DEFGRID3
* xyz 0 1
C -2.811 1.554 2.652
C -2.779 0.093 3.389
H -1.758 1.385 2.365
H -3.687 0.893 3.235
H -2.827 2.388 3.357
H -3.502 -0.414 4.048
H -1.922 0.241 4.074
H -2.560 -0.602 2.546
C 0.248 1.928 -0.825
C -0.140 2.908 -1.729
C -0.502 2.519 -3.030
C -0.513 1.149 -3.325
H 0.490 2.179 0.206
H -0.153 3.954 -1.422
H -0.771 3.258 -3.777
H -0.783 0.793 -4.325
N 0.317 0.617 -1.139
C -0.174 0.203 -2.347
C -0.392 -1.269 -2.490
N -0.149 -2.067 -1.401
C -0.353 -3.407 -1.453
C -1.084 -3.225 -3.736
C -0.870 -4.024 -2.607
H -0.095 -4.010 -0.564
H -1.057 -5.096 -2.592
C -0.835 -1.861 -3.685
H -0.927 -1.204 -4.552
H -1.428 -3.687 -4.665
Mg 0.830 -1.034 0.107
C -3.556 1.829 1.339
H -3.943 0.895 0.911
H -2.852 2.312 0.624
H -4.383 2.542 1.503
Cl 2.819 -2.583 -0.112
C 3.429 -1.252 0.922
C 2.510 -0.282 1.239
C 2.870 0.779 2.046
Cl 1.653 1.865 2.591
C 4.233 0.940 2.443
Cl 4.727 2.341 3.302
C 5.189 -0.056 2.092
Cl 6.838 0.137 2.500
C 4.776 -1.197 1.353
Cl 5.877 -2.433 0.931
*
```

Listed below, in e, are the Löwdin charges computed for each atom: number 1, C, carries -0.33; number 2, C, carries -0.15; number 3, H, carries 0.07; number 4, H, carries 0.07; number 5, H, carries 0.13; number 6, H, carries 0.11; number 7, H, carries 0.09; number 8, H, carries 0.09; number 9, C, carries -0.16; number 10, C, carries -0.10; number 11, C, carries -0.08; number 12, C, carries -0.03; number 13, H, carries 0.05; number 14, H, carries 0.10; number 15, H, carries 0.10; number 16, H, carries 0.10; number 17, N, carries -0.01; number 18, C, carries -0.23; number 19, C, carries -0.23; number 20, N, carries -0.06; number 21, C, carries -0.16; number 22, C, carries -0.09; number 23, C, carries -0.09; number 24, H, carries 0.11; number 25, H, carries 0.09; number 26, C, carries -0.03; number 27, H, carries 0.10; number 28, H, carries 0.10; number 29, Mg, carries 0.61; number 30, C, carries -0.10; number 31, H, carries 0.08; number 32, H, carries 0.08; number 33, H, carries 0.08; number 34, Cl, carries 0.69; number 35, C, carries -0.66; number 36, C, carries -0.26; number 37, C, carries -0.72; number 38, Cl, carries 0.66; number 39, C, carries -0.69; number 40, Cl, carries 0.68; number 41, C, carries -0.70; number 42, Cl, carries 0.69; number 43, C, carries -0.71; number 44, Cl, carries 0.69


ORCA calculation (ωB97M-V with the def2-TZVPD basis set) on C3H8O3 in the gas phase.

Max |F| in eV Å⁻¹: 3.7
E_HOMO in eV: -10.31
Energy in Eh: -344.7581
E_LUMO in eV: 0.38
Relative energy (zero: lowest compared OMol25 entry of this formula, charge and spin) in kJ/mol: 236.91

ORCA input file:
```
! RIJCOSX wB97M-V def2-TZVPD def2/J DEFGRID3
* xyz 0 1
O 1.869 1.324 0.138
C 1.295 0.134 -0.343
C -0.403 0.228 -0.510
O -0.907 1.229 0.344
C -0.949 -1.168 -0.128
O -0.860 -1.361 1.262
H 1.144 1.893 0.627
H 1.581 -0.069 -1.387
H 1.480 -0.712 0.344
H -0.601 0.470 -1.576
H -0.139 1.859 0.674
H -1.974 -1.347 -0.499
H -0.303 -1.922 -0.600
H -1.232 -0.557 1.654
*
```

Listed below, in e, are the Löwdin charges computed for each atom: number 1, O, carries -0.09; number 2, C, carries -0.17; number 3, C, carries -0.30; number 4, O, carries -0.07; number 5, C, carries -0.24; number 6, O, carries -0.06; number 7, H, carries 0.11; number 8, H, carries 0.11; number 9, H, carries 0.11; number 10, H, carries 0.14; number 11, H, carries 0.12; number 12, H, carries 0.12; number 13, H, carries 0.12; number 14, H, carries 0.09